Here is a molecular structure, C50H39MoN6O6 from the OMol25 dataset. Energies are from ωB97M-V/def2-TZVPD.

Calculated values
LUMO energy (spin up / spin down) (eV): -3.708 / -3.706
HOMO energy (spin up / spin down) (eV): -9.76 / -9.77
Spin multiplicity: 1
Gap between HOMO and LUMO (spin up / spin down) (eV): 6.05 / 6.06
Charge: +1

Element x y z (Å)
1 Mo 0.434443 -0.349639 -0.612140
2 O -0.110668 -2.008530 -0.001733
3 C -0.602700 -3.040607 0.815558
4 C 0.340176 -3.146225 2.027169
5 C 0.495734 -1.863366 2.801100
6 C 0.256038 -1.856726 4.168452
7 C 0.422084 -0.681960 4.879445
8 C 0.784188 0.464024 4.200038
9 C 0.974252 0.393539 2.826812
10 C 1.186080 1.633814 2.007196
11 C -0.115966 2.016923 1.255535
12 O -0.461853 0.974785 0.353218
13 C -1.264421 2.127736 2.251359
14 C -2.187749 1.101288 2.393728
15 C -3.162370 1.170506 3.380812
16 C -3.217291 2.260910 4.233991
17 C -2.300062 3.295676 4.088117
18 C -1.331612 3.230879 3.099846
19 C 0.017392 3.318780 0.471617
20 C 1.185471 4.068266 0.427331
21 C 1.236461 5.254595 -0.298241
22 C 0.121158 5.693823 -0.992530
23 C -1.047519 4.940051 -0.963396
24 C -1.100155 3.764788 -0.233457
25 N 0.869085 -0.753341 2.146550
26 C -0.553230 -4.330350 -0.018937
27 C -1.659863 -5.146147 -0.215509
28 C -1.564818 -6.289733 -1.001400
29 C -0.367968 -6.626079 -1.608068
30 C 0.740607 -5.808573 -1.430731
31 C 0.645195 -4.674899 -0.643699
32 C -2.012658 -2.679518 1.271498
33 C -2.581091 -3.297846 2.385033
34 C -3.878365 -3.004009 2.774755
35 C -4.632851 -2.085066 2.057456
36 C -4.077760 -1.470274 0.947505
37 C -2.778612 -1.769791 0.557576
38 H -0.031359 -3.917858 2.699324
39 H 1.310656 -3.511021 1.683957
40 H -0.061119 -2.765290 4.662503
41 H 0.245813 -0.656331 5.946658
42 H 0.880771 1.412409 4.710733
43 H 1.472995 2.462974 2.653586
44 H 1.985103 1.468352 1.280392
45 H -2.144256 0.241600 1.730828
46 H -3.877696 0.363216 3.478488
47 H -3.976308 2.313731 5.003328
48 H -2.345563 4.158247 4.740087
49 H -0.628712 4.048323 2.983543
50 H 2.068224 3.750703 0.968064
51 H 2.149141 5.837055 -0.310904
52 H 0.156281 6.622810 -1.547186
53 H -1.925088 5.278746 -1.499583
54 H -2.008251 3.173361 -0.212785
55 H -2.608744 -4.897772 0.238177
56 H -2.437645 -6.914393 -1.138877
57 H -0.296783 -7.515039 -2.220626
58 H 1.678716 -6.053383 -1.911874
59 H 1.511257 -4.032829 -0.543258
60 H -2.026316 -4.035938 2.948976
61 H -4.300838 -3.497191 3.640343
62 H -5.644023 -1.852967 2.364136
63 H -4.645314 -0.742673 0.381839
64 H -2.366870 -1.275379 -0.309553
65 O 5.430785 3.790723 -3.866289
66 N 5.899974 2.929222 -3.152670
67 O 7.083603 2.736653 -2.994585
68 C 4.960627 2.040903 -2.421271
69 C 5.538138 1.061183 -1.695891
70 C 4.754672 0.134753 -0.940471
71 C 5.308764 -0.889154 -0.159632
72 C 4.454877 -1.715166 0.531213
73 C 3.079544 -1.519799 0.439962
74 N 2.526856 -0.549374 -0.289036
75 C 3.367437 0.264959 -0.980169
76 C 2.762247 1.301503 -1.752136
77 N 1.412945 1.321132 -1.697695
78 C 0.763753 2.281064 -2.340974
79 C 1.435202 3.235447 -3.097083
80 C 2.806611 3.211905 -3.186447
81 C 3.525436 2.225257 -2.487304
82 H 6.615376 0.980879 -1.686061
83 H 6.381789 -1.017631 -0.108228
84 H 4.825295 -2.521359 1.147927
85 H 2.390348 -2.153812 0.975329
86 H -0.310393 2.298795 -2.233741
87 H 0.865372 4.000604 -3.602969
88 H 3.325151 3.949727 -3.772790
89 C -3.943874 0.703628 -4.202593
90 N -2.657286 0.125256 -3.820612
91 C -1.943355 -0.641741 -4.681936
92 C -0.736148 -1.170030 -4.372958
93 C -0.259601 -0.891496 -3.065155
94 O 0.852127 -1.254000 -2.558810
95 N -0.986186 -0.145679 -2.210285
96 C -2.181647 0.443102 -2.538663
97 O -2.806074 1.182464 -1.809411
98 H -4.290323 0.216876 -5.110126
99 H -3.845452 1.774903 -4.371431
100 H -4.660748 0.546991 -3.401440
101 H -2.405711 -0.801951 -5.646685
102 H -0.172988 -1.777905 -5.061052

Forces on the atoms, in the same order (eV/Å):
0.213 -0.681 0.168
-0.239 0.080 -0.421
0.150 -0.047 0.139
0.044 -0.131 0.076
-0.028 0.032 0.065
0.000 0.005 -0.021
-0.031 -0.011 0.070
-0.006 0.043 -0.054
-0.097 0.091 -0.084
-0.059 0.021 -0.003
0.102 -0.125 0.089
-0.395 0.117 -0.197
0.078 0.057 0.259
0.070 -0.133 -0.100
-0.005 -0.003 0.000
0.016 0.057 0.001
-0.046 -0.014 0.013
-0.003 -0.060 -0.006
0.074 -0.042 -0.042
-0.010 0.007 0.043
-0.003 0.016 -0.022
0.031 0.007 -0.010
-0.023 -0.015 0.014
-0.036 0.020 0.025
-0.177 0.138 0.044
-0.063 0.038 0.017
0.019 0.017 0.065
-0.028 0.009 0.018
0.002 -0.020 -0.006
0.006 0.002 0.000
-0.002 0.064 0.012
-0.087 -0.126 0.010
-0.013 0.018 -0.042
-0.006 0.025 -0.004
0.022 -0.019 0.003
-0.001 -0.002 -0.030
-0.097 -0.066 -0.042
0.064 -0.016 -0.013
-0.037 -0.030 -0.063
0.014 -0.006 -0.007
0.004 0.000 0.005
0.002 0.005 -0.012
0.003 -0.022 0.028
-0.020 0.053 -0.016
-0.007 0.265 0.213
0.011 0.005 -0.003
-0.002 0.003 0.008
-0.004 0.001 0.007
0.013 0.006 -0.006
-0.005 0.002 -0.011
-0.003 -0.002 0.000
0.003 -0.002 0.001
-0.001 -0.001 0.004
-0.003 -0.008 0.002
-0.027 0.027 0.029
-0.003 0.001 -0.002
-0.002 -0.001 0.000
0.001 0.004 0.006
0.037 0.044 0.021
-0.003 -0.008 0.005
-0.002 -0.001 0.004
-0.015 0.001 -0.003
-0.007 0.010 -0.002
-0.012 0.002 -0.039
-0.006 0.001 -0.010
0.052 0.003 -0.013
-0.012 0.003 0.008
0.044 -0.026 0.028
-0.021 0.034 -0.037
0.035 -0.029 0.023
-0.060 0.027 -0.011
0.014 0.040 -0.024
-0.069 -0.105 0.021
0.202 0.041 -0.288
-0.051 0.070 -0.073
0.054 -0.066 0.044
0.051 0.075 0.093
0.018 -0.026 -0.065
0.003 0.003 0.022
-0.022 0.039 0.018
-0.017 -0.058 0.035
0.014 0.011 -0.009
0.008 0.009 -0.009
0.004 0.003 -0.002
0.157 0.083 -0.113
-0.008 -0.030 -0.036
-0.006 0.005 -0.005
-0.005 -0.013 -0.002
-0.008 0.022 0.019
0.000 -0.031 0.043
0.049 -0.026 0.000
-0.020 -0.013 0.001
0.130 -0.065 -0.058
-0.099 0.143 0.126
0.241 0.150 0.081
-0.038 0.033 0.005
-0.007 0.005 -0.013
0.010 0.003 -0.002
-0.004 -0.004 0.011
-0.006 -0.006 -0.009
0.006 -0.007 -0.001
-0.001 0.002 -0.004

These are the Löwdin partial charges, in e, on atoms 1 to 4:
1. Mo 1.867
2. O -0.325
3. C -0.400
4. C -0.054

***

Here is 3 unconnected molecules or ions with the total composition C43H36N3O6 at a distorted geometry from the OMol25 dataset. Energies are from ωB97M-V/def2-TZVPD.

Calculated values
LUMO energy (eV): -3.066
HOMO energy (eV): -11.31
Spin multiplicity: 1
Gap between HOMO and LUMO (eV): 8.24
Charge: +1

Element x y z (Å)
1 C 0.975087 1.631033 1.954185
2 C 0.383884 1.395697 0.936972
3 N -0.448991 0.702275 -0.003718
4 C -1.915532 0.837790 0.302485
5 C -2.304221 0.579058 1.781480
6 C -3.445120 -0.504679 1.915100
7 O -3.375027 -1.494150 1.243597
8 N -4.502779 -0.277422 2.884634
9 C -3.996109 -0.884655 4.128793
10 C -2.871218 -0.388416 4.838825
11 C -2.387380 -1.016205 6.004915
12 C -3.049210 -2.179702 6.466539
13 C -4.193054 -2.664883 5.787432
14 C -4.668832 -2.020231 4.618970
15 C -0.173897 1.370229 -1.350984
16 C -0.188087 0.364466 -2.517397
17 O -0.371135 0.805656 -3.621407
18 N 0.053947 -1.040585 -2.327476
19 C 1.490281 -1.312647 -2.631362
20 C -0.780631 -1.799389 -3.307908
21 H 1.546716 1.889833 2.842786
22 H -0.183281 -0.294339 -0.096028
23 H -2.284380 1.850354 0.040668
24 H -2.455133 0.142352 -0.379324
25 H -1.481942 0.223281 2.428871
26 H -2.724891 1.518836 2.200429
27 H -4.569070 0.735531 2.986261
28 H -2.344275 0.514284 4.484416
29 H -1.501026 -0.647105 6.534605
30 H -2.683022 -2.716175 7.353016
31 H -4.698354 -3.552010 6.190990
32 H -5.543750 -2.425193 4.095563
33 H -0.814945 2.244637 -1.539228
34 H 0.865446 1.764993 -1.283510
35 H 1.683552 -2.390700 -2.494543
36 H 2.111991 -0.741843 -1.904155
37 H 1.781559 -0.973771 -3.646898
38 H -0.981530 -2.788265 -2.849515
39 H -1.767564 -1.311108 -3.436052
40 H -0.306819 -1.889819 -4.302574
41 C -0.277536 -4.539165 1.766616
42 C -0.959744 -3.758549 2.696245
43 C -0.506813 -3.679301 4.003054
44 C 0.623501 -4.388606 4.391677
45 C 1.294040 -5.190228 3.466841
46 C 0.846530 -5.254266 2.151053
47 C 2.476266 -5.993957 3.878799
48 O 3.061565 -6.687610 3.072939
49 C 2.919079 -5.936041 5.295851
50 C 3.986397 -6.723603 5.712188
51 C 4.416641 -6.667989 7.028680
52 C 3.788088 -5.817935 7.933883
53 C 2.720195 -5.034567 7.525909
54 C 2.275694 -5.097196 6.209680
55 C 1.108519 -4.279714 5.792993
56 O 0.554044 -3.537828 6.581816
57 H -0.627959 -4.593247 0.742611
58 H -1.846085 -3.210019 2.397745
59 H -1.037767 -3.067207 4.721401
60 H 1.372524 -5.865317 1.428433
61 H 4.480288 -7.383898 5.010791
62 H 5.244877 -7.286239 7.351860
63 H 4.130312 -5.770798 8.960235
64 H 2.230634 -4.378135 8.233849
65 C 2.319159 7.944694 -9.435646
66 C 1.810379 6.875703 -10.167574
67 C 1.126781 5.855701 -9.525122
68 C 0.958653 5.893655 -8.145544
69 C 1.490348 6.955010 -7.408035
70 C 2.160492 7.984457 -8.059526
71 C 1.362802 6.987374 -5.928762
72 O 1.819914 7.909112 -5.284959
73 C 0.669564 5.860930 -5.246458
74 C 0.590769 5.846403 -3.858834
75 C -0.063972 4.808941 -3.214305
76 C -0.650987 3.785570 -3.954748
77 C -0.569992 3.793554 -5.337004
78 C 0.098026 4.825094 -5.986406
79 C 0.208919 4.804141 -7.470595
80 O -0.300158 3.909092 -8.113394
81 H 2.845133 8.745174 -9.940867
82 H 1.946344 6.840675 -11.241299
83 H 0.727881 5.028460 -10.098134
84 H 2.562145 8.814745 -7.492958
85 H 1.043267 6.642290 -3.280697
86 H -0.119581 4.797830 -2.130552
87 H -1.167335 2.981612 -3.453500
88 H -1.023104 2.994187 -5.909681

Forces on the atoms, in the same order (eV/Å):
0.277 0.300 0.036
-0.627 -1.508 0.806
0.539 2.259 -0.333
-1.684 -0.388 0.529
-1.251 0.165 0.008
0.033 0.277 -0.234
-0.024 -0.047 0.099
2.007 0.167 -0.359
-0.283 -0.634 1.179
0.012 0.027 -0.020
-0.859 -0.758 -0.395
-0.335 0.282 -0.481
0.577 0.627 -0.096
0.569 -0.153 0.492
1.430 -0.659 -0.450
-0.054 -0.082 -1.414
-0.197 0.186 0.551
-0.084 0.670 -0.128
0.501 0.371 0.870
-0.774 -0.395 0.430
-0.358 -0.051 -0.674
-0.031 0.037 0.017
0.850 -0.471 0.011
0.588 0.173 0.479
-0.303 0.224 -0.418
0.706 -0.465 -0.116
-0.155 -0.208 0.374
-0.414 -0.466 0.196
-0.452 -0.083 -0.321
-0.159 0.355 -0.466
0.168 0.450 -0.349
0.434 0.347 0.166
-0.013 -0.676 0.261
-0.610 -0.290 -0.142
-0.089 0.573 -0.120
-0.229 -0.492 -0.411
-0.354 -0.296 0.399
0.319 0.428 -0.495
0.635 -0.215 0.079
-0.156 0.053 0.547
0.071 0.030 0.081
0.024 0.050 -0.053
-0.155 0.129 -0.089
0.048 -0.100 -0.161
-0.136 0.120 0.034
-0.117 0.045 -0.172
0.310 -0.338 -0.258
-0.058 0.075 0.004
-0.066 0.071 0.145
0.149 -0.092 0.094
-0.066 0.069 -0.006
-0.005 -0.019 -0.079
0.094 -0.033 0.163
0.078 -0.085 -0.075
-0.179 0.261 0.430
0.005 -0.008 -0.106
-0.011 -0.030 0.040
-0.006 -0.052 0.011
0.104 -0.071 0.066
0.067 -0.046 0.155
-0.107 0.086 -0.081
-0.028 0.022 -0.018
-0.016 -0.002 -0.036
-0.080 0.002 -0.131
-0.038 -0.073 0.014
-0.005 0.027 0.090
0.042 0.029 -0.194
0.095 0.135 0.083
-0.063 -0.125 -0.107
0.092 0.112 -0.123
0.241 0.473 0.126
-0.045 -0.095 0.036
-0.100 -0.198 0.006
0.010 -0.028 0.257
-0.028 -0.076 -0.157
0.083 0.389 0.060
-0.098 -0.181 0.115
0.037 0.082 0.194
-0.163 -0.311 -0.426
0.014 0.007 0.113
-0.019 -0.026 0.023
-0.016 0.003 0.037
-0.053 -0.012 0.146
-0.056 -0.103 0.100
0.012 0.053 -0.172
-0.007 0.075 -0.023
-0.088 0.036 -0.159
0.082 0.090 -0.103

These are the Löwdin partial charges, in e, on atoms 1 to 4:
1. C 0.219
2. C -0.093
3. N -0.047
4. C -0.085

***

What is the spin multiplicity in the first record?
1